1.
{"formula": "C30H19Cl4F10N3O3STc", "method": "ωB97M-V/def2-TZVPD", "symbols": ["Cl", "F", "C", "H", "Tc", "C", "C", "C", "C", "O", "O", "C", "C", "C", "H", "F", "C", "C", "H", "N", "F", "H", "H", "H", "Cl", "C", "H", "F", "C", "H", "N", "H", "H", "H", "H", "C", "C", "C", "H", "F", "C", "C", "C", "Cl", "Cl", "C", "C", "H", "C", "C", "H", "O", "S", "C", "C", "C", "C", "C", "H", "F", "C", "F", "H", "C", "C", "N", "F", "H", "F", "H", "F"], "coordinates": [[-1.730, -3.766, 1.789], [3.901, 4.819, 3.327], [-0.473, -2.928, -2.472], [-3.006, 1.633, 0.989], [0.712, 0.220, 0.073], [3.903, 1.255, 1.349], [2.426, 1.367, -4.950], [1.641, 1.784, -2.275], [2.189, -3.592, -0.443], [1.968, -1.210, -0.401], [-0.229, -1.327, 0.983], [-0.232, -5.293, -2.673], [0.340, -2.495, 0.669], [-2.221, 0.942, 0.670], [0.062, -0.005, 2.883], [3.887, 1.430, -1.674], [2.684, 1.685, 1.897], [2.756, 2.912, 2.567], [-2.242, 0.043, 1.282], [1.537, 0.916, 1.758], [2.794, 1.167, -6.214], [-1.541, 1.838, 2.796], [-1.370, 2.556, -1.001], [2.222, -3.658, -4.349], [-0.292, -6.435, 0.901], [1.636, -4.835, -0.126], [0.676, 3.881, -1.184], [4.632, 1.034, -4.219], [-0.616, 1.923, 2.221], [1.168, 3.439, 0.446], [1.270, 1.864, -0.935], [1.003, -1.698, -3.428], [-0.283, 2.956, 2.266], [-2.944, -1.906, -3.527], [0.833, 1.329, 3.729], [0.432, -4.906, 0.565], [-0.213, -3.731, 0.967], [-0.921, -4.203, -2.160], [-1.311, 3.635, 0.407], [6.213, 3.911, 2.192], [3.359, 1.298, -3.932], [1.331, -3.805, -3.755], [1.106, 1.648, -4.645], [3.662, -3.450, -1.324], [2.439, -6.277, -0.624], [0.734, 1.852, -3.331], [0.651, -2.708, -3.254], [-2.396, 0.665, -0.369], [0.473, 0.999, 2.755], [2.964, 1.509, -2.622], [1.435, -5.944, -3.846], [-0.357, -0.411, -1.690], [-1.366, -1.554, -1.796], [0.632, 3.081, -0.442], [3.921, 3.649, 2.681], [1.539, -2.427, -0.062], [0.887, -5.091, -3.467], [5.068, 1.992, 1.429], [-0.552, -6.296, -2.426], [1.652, 3.463, 3.114], [5.090, 3.200, 2.103], [-0.563, 2.103, -3.080], [-1.591, -0.845, -4.047], [-2.296, -1.076, -3.248], [-0.823, 2.790, -0.088], [-0.894, 1.583, 0.785], [0.192, 1.700, -5.618], [-2.887, -0.199, -2.991], [6.187, 1.523, 0.879], [-1.772, -4.343, -1.504], [3.972, 0.082, 0.742]], "lowdin_charge": [0.708, 0.119, -0.393, 0.101, 1.761, -0.171, -0.141, -0.181, -0.608, -0.238, -0.285, -0.081, -0.400, -0.069, 0.103, 0.135, -0.161, -0.149, 0.090, -0.134, 0.130, 0.126, 0.105, 0.111, 0.677, -0.709, 0.132, 0.132, -0.143, 0.101, -0.160, 0.117, 0.104, 0.069, 0.127, -0.724, -0.632, -0.084, 0.131, 0.126, -0.136, -0.078, -0.147, 0.748, 0.693, -0.160, -0.068, 0.062, -0.197, -0.145, 0.111, -0.602, 1.020, -0.181, -0.146, -0.373, -0.080, -0.145, 0.111, 0.073, -0.144, 0.089, 0.068, -0.198, -0.162, -0.290, 0.117, 0.058, 0.131, 0.117, 0.113], "mol_weight_g_mol": 931.4, "homo_lumo_gap_ev": [7.5207, 7.0027], "spin_multiplicity": 4, "charge": 0, "e_above_lowest_kj_mol": 0.00}



2.
{"formula": "C54H48BBr2F4IN8PtS", "method": "ωB97M-V/def2-TZVPD", "symbols": ["H", "C", "C", "H", "C", "C", "C", "C", "C", "C", "H", "H", "H", "N", "H", "C", "C", "H", "H", "H", "H", "H", "H", "C", "C", "H", "N", "H", "H", "H", "B", "Pt", "C", "C", "H", "C", "C", "C", "C", "I", "C", "H", "C", "C", "C", "F", "C", "Br", "H", "C", "C", "H", "C", "F", "H", "H", "C", "C", "H", "C", "H", "H", "N", "C", "C", "H", "C", "C", "C", "C", "C", "C", "C", "H", "N", "C", "H", "C", "Br", "S", "F", "N", "C", "C", "H", "H", "C", "H", "H", "C", "H", "H", "C", "C", "C", "C", "C", "H", "N", "F", "H", "H", "N", "C", "C", "H", "C", "H", "H", "N", "H", "C", "H", "H", "H", "H", "H", "H", "H", "C"], "coordinates": [[-2.182, 6.171, -1.480], [5.317, -1.252, -0.874], [8.638, -2.188, -3.361], [3.180, 4.254, 3.367], [1.633, -6.274, -0.128], [1.892, 2.707, 0.657], [0.466, 2.606, -2.457], [-1.151, 5.038, 0.077], [-0.448, 5.317, 1.410], [7.864, -0.477, -0.074], [0.425, 5.956, 1.268], [0.750, 1.411, -4.163], [0.928, 0.104, -1.419], [4.553, 0.400, 3.698], [-4.517, -0.854, 4.054], [-0.198, 4.407, -0.932], [1.528, 3.407, -2.874], [-1.135, 5.827, 2.087], [-4.002, 1.055, 5.013], [1.050, 6.146, -0.969], [1.272, -0.722, -2.965], [-0.560, -1.751, -1.659], [-6.442, -0.009, -2.633], [1.275, 0.246, -2.459], [-4.861, -0.726, -1.324], [1.915, 2.695, -0.422], [8.575, -2.787, -4.340], [-4.814, -1.949, -3.100], [3.231, 4.345, 0.861], [-4.731, 2.078, -0.685], [-1.579, 1.260, 0.001], [0.032, 0.149, 0.648], [1.133, 1.704, 2.594], [5.488, -0.657, 0.414], [-2.104, 1.352, 2.656], [0.357, 1.249, -3.156], [7.706, -1.145, -1.345], [-1.620, -2.118, 1.419], [-1.734, 6.336, -0.499], [1.909, -4.214, 0.100], [4.427, -0.497, 1.287], [-2.827, -3.698, 2.202], [2.701, -7.165, -0.034], [-6.275, -0.177, -1.568], [-3.014, 1.032, 4.551], [9.051, -0.075, 0.304], [2.601, 3.558, 2.773], [-3.532, -5.425, -0.103], [-1.984, 4.369, 0.281], [-4.709, -2.079, -2.022], [2.637, 3.609, 1.381], [-0.471, -6.063, -0.438], [-2.742, 2.759, -1.288], [7.038, 0.361, 1.897], [-4.838, 2.569, 3.192], [-5.472, -2.791, -1.704], [-3.114, 1.267, 3.046], [8.774, -1.451, -2.147], [-2.497, 6.728, 0.174], [4.566, -0.010, 2.624], [-3.877, 2.860, 1.738], [-1.444, 0.259, -2.401], [-1.025, -1.554, 0.350], [1.852, 2.577, 3.394], [1.195, -9.003, -0.378], [-2.418, 1.823, 5.008], [-2.348, -3.280, 1.329], [6.822, -0.255, 0.751], [0.134, -8.118, -0.486], [-3.659, 1.988, -0.646], [1.762, 4.654, -2.321], [-1.785, -3.367, -0.992], [-5.218, -1.817, 2.287], [2.165, 3.059, -3.679], [1.119, 1.790, 1.264], [-3.821, 2.610, 2.796], [-7.025, -0.886, -1.214], [0.891, 5.152, -1.367], [4.473, -6.565, 0.251], [0.222, 0.348, 3.174], [4.091, -1.588, -1.253], [-1.480, 2.355, -0.949], [10.115, -1.087, -1.826], [-0.369, 3.109, -1.447], [-1.796, -3.859, -1.955], [-3.734, -2.520, -1.824], [2.476, -8.529, -0.155], [3.310, -9.212, -0.068], [2.306, 0.602, -2.424], [-4.495, -0.854, 2.973], [-5.754, -2.584, 2.833], [-6.445, 0.760, -1.034], [-3.809, 0.116, 0.887], [-3.797, 0.136, 2.294], [-4.619, -0.790, 0.178], [6.350, -1.483, -1.704], [0.353, -6.757, -0.358], [-2.918, 3.565, -1.983], [-3.026, 1.084, 0.165], [6.103, -2.024, -2.872], [-4.142, -0.046, -1.783], [-0.128, 4.388, 1.889], [11.212, -0.818, -1.612], [-5.289, -1.771, 0.908], [-2.457, -3.903, 0.095], [-1.526, -1.614, 2.366], [-1.084, -2.194, -0.824], [-2.533, 0.079, 4.786], [-1.000, -0.152, -4.062], [1.965, -1.027, 0.796], [-0.961, 7.098, -0.609], [3.081, -0.808, 0.981], [1.837, 2.459, 4.468], [-0.868, -8.485, -0.665], [-3.283, 3.412, 3.304], [-1.740, 1.409, -3.717], [1.025, -10.068, -0.468], [2.609, 5.243, -2.650], [-5.898, -2.496, 0.384], [-1.048, 0.659, -3.333]], "lowdin_charge": [0.086, -0.138, -0.137, 0.133, -0.727, -0.092, -0.134, -0.355, -0.039, -0.126, 0.084, 0.143, 0.011, 0.227, 0.111, -0.132, -0.036, 0.091, 0.091, 0.123, 0.099, 0.105, 0.091, -0.049, -0.359, 0.100, 0.253, 0.094, 0.126, 0.140, -0.487, 1.153, -0.721, 0.005, 0.044, -0.333, 0.000, -0.110, -0.042, 0.963, -0.105, 0.126, -0.735, -0.041, -0.086, 0.181, -0.011, 0.874, 0.112, -0.047, -0.024, 0.053, -0.036, 0.158, 0.098, 0.081, -0.391, -0.083, 0.090, -0.167, 0.061, 0.042, -0.122, -0.059, -0.060, 0.085, -0.064, -0.136, -0.070, -0.042, -0.045, -0.124, -0.049, 0.126, -0.128, -0.026, 0.091, -0.029, 0.714, 0.887, 0.105, 0.040, -0.135, -0.129, 0.131, 0.037, -0.117, 0.108, 0.090, -0.021, 0.120, 0.076, -0.114, -0.130, -0.118, -0.127, -0.160, 0.153, 0.068, 0.174, 0.113, 0.062, 0.258, -0.030, -0.675, 0.086, -0.136, 0.071, 0.095, 0.072, 0.083, -0.143, 0.128, 0.111, 0.087, 0.095, 0.117, 0.119, 0.118, -0.046], "mol_weight_g_mol": 1409.7, "homo_lumo_gap_ev": [4.1896, 4.1919], "charge": 2, "e_above_lowest_kj_mol": 0.00}



3.
{"formula": "CH5IOSi", "method": "ωB97M-V/def2-TZVPD", "symbols": ["H", "Si", "H", "I", "H", "O", "H", "C", "H"], "coordinates": [[0.034, 0.671, 1.909], [-0.499, 0.562, 0.563], [-0.115, -1.794, 0.310], [-3.484, 0.143, 0.014], [0.376, -1.149, -1.157], [-0.520, 1.987, -0.120], [-1.292, 2.431, 0.039], [0.313, -0.943, -0.091], [1.336, -0.749, 0.090]], "lowdin_charge": [-0.012, 0.432, 0.009, -0.054, 0.050, -0.188, -0.028, -0.227, 0.018], "mol_weight_g_mol": 188.0, "homo_lumo_gap_ev": 8.5143, "charge": 0, "smiles": "C[Si@@H](O)I", "e_above_lowest_kj_mol": 126.53}



4.
{"formula": "C3H6", "method": "ωB97M-V/def2-TZVPD", "symbols": ["H", "C", "H", "H", "H", "H", "C", "H", "C"], "coordinates": [[1.878, -0.816, 0.664], [-0.181, -0.262, 0.636], [1.585, 0.790, -0.286], [-1.245, 0.456, -1.417], [1.046, -0.558, -1.059], [-0.244, -0.556, 1.653], [1.140, -0.214, -0.050], [-2.385, 0.856, 0.235], [-1.594, 0.303, -0.375]], "lowdin_charge": [0.108, -0.107, 0.077, 0.001, 0.044, 0.027, -0.210, 0.015, 0.045], "mol_weight_g_mol": 42.1, "homo_lumo_gap_ev": [8.5543, 9.3978], "charge": 0, "smiles": "C=CC", "e_above_lowest_kj_mol": 383.41}